No. 1
Formula: C4H8N4O
Source: the Open Molecules 2025 dataset
Level of theory: ωB97M-V/def2-TZVPD

Positions of all 17 atoms, in Å:
1 H 1.78 -1.00 -2.33
2 N 1.88 -0.10 -1.84
3 C 1.95 -0.20 -0.60
4 C 1.91 -0.82 0.66
5 N 2.07 0.48 0.61
6 H 1.93 -1.62 1.36
7 C -1.00 0.86 1.75
8 C -0.89 -0.04 0.56
9 O -0.34 -1.14 0.59
10 N -1.39 0.45 -0.58
11 N -1.34 -0.25 -1.81
12 H -0.05 1.38 1.85
13 H -1.80 1.58 1.65
14 H -1.15 0.26 2.65
15 H -1.86 1.34 -0.63
16 H -0.51 0.05 -2.33
17 H -1.20 -1.23 -1.57

Summary:
E_HOMO: -0.3368 Eh
multiplicity: 1
frontier orbital gap: 10.0 eV
LUMO: 0.031 hartree
E: -451.37323 hartree
structure (SMILES): [H]/N=c1\cn1.CC(=O)NN

No. 2
Formula: C4H8N4O
Source: the Open Molecules 2025 dataset
Level of theory: ωB97M-V/def2-TZVPD

Positions of all 17 atoms, in Å:
1 C 1.44 1.30 -0.40
2 C 0.03 0.98 -0.19
3 C -1.13 1.69 -0.12
4 C -2.28 0.83 -0.14
5 O -3.45 1.11 -0.22
6 N -1.85 -0.42 0.00
7 N -2.56 -1.59 0.05
8 N -0.39 -0.53 -0.11
9 N 0.24 -1.41 0.78
10 H 1.97 1.17 0.48
11 H 1.50 2.32 -0.74
12 H 1.95 0.64 -1.28
13 H -1.20 2.70 -0.04
14 H -2.91 -1.78 0.99
15 H -3.21 -1.62 -0.74
16 H 0.62 -1.00 1.60
17 H 0.77 -2.05 0.21

Summary:
E_HOMO: -0.3089 Eh
multiplicity: 1
frontier orbital gap: 9.0 eV
LUMO: 0.023 hartree
E: -451.36309 hartree
structure (SMILES): Cc1cc(=O)n(N)n1N

No. 3
Formula: C4H8N4O
Source: the Open Molecules 2025 dataset
Level of theory: ωB97M-V/def2-TZVPD

Positions of all 17 atoms, in Å:
1 C 0.88 -0.07 -1.92
2 C -0.03 -2.70 0.63
3 C -0.57 2.47 -0.65
4 C -1.08 -1.70 0.65
5 N 0.40 1.05 -2.43
6 N 0.36 0.17 -0.70
7 N -0.42 1.19 -1.29
8 N 1.09 -2.36 1.33
9 O -0.16 -3.79 0.10
10 H 1.54 -0.83 -2.29
11 H -0.86 3.18 -1.41
12 H -1.36 2.38 0.09
13 H 0.35 2.81 -0.16
14 H -1.10 -0.94 1.40
15 H -1.92 -1.81 -0.01
16 H 1.28 -1.39 1.53
17 H 1.87 -2.99 1.30

Summary:
E_HOMO (alpha / beta): -0.3548 / -0.3325 Eh
multiplicity: 1
frontier orbital gap (alpha / beta): 9.0 / 7.6 eV
LUMO (alpha / beta): -0.023 / -0.052 hartree
E: -451.28353 hartree

No. 4
Formula: C4H8N4O
Source: the Open Molecules 2025 dataset
Level of theory: ωB97M-V/def2-TZVPD

Positions of all 17 atoms, in Å:
1 H -0.08 -2.65 -0.21
2 N -0.89 -1.94 -0.69
3 C -0.59 -0.80 -0.32
4 N -1.60 0.13 -0.59
5 O -1.77 1.38 0.12
6 N 0.65 -0.32 -0.02
7 C 0.97 1.09 -0.32
8 C 0.38 1.94 -1.12
9 N 1.57 -0.66 0.98
10 C 1.03 -1.60 1.67
11 H -2.42 -0.36 -0.70
12 H -1.10 2.07 -0.34
13 H 1.65 1.44 0.59
14 H -0.31 1.24 -1.83
15 H 0.62 2.94 -1.19
16 H -0.05 -1.90 1.82
17 H 1.94 -2.00 2.15

Summary:
E_HOMO: -0.3206 Eh
multiplicity: 1
frontier orbital gap: 9.1 eV
LUMO: 0.015 hartree
E: -451.22162 hartree
structure (SMILES): [H]/N=C(/NO)N(C=C)N=C

No. 5
Formula: C4H8N4O
Source: the Open Molecules 2025 dataset
Level of theory: ωB97M-V/def2-TZVPD

Positions of all 17 atoms, in Å:
1 H 2.99 -1.04 -0.04
2 N 2.72 -0.08 -0.16
3 C 1.46 0.05 0.18
4 N 0.92 1.43 0.20
5 N -0.41 1.71 -0.40
6 C -0.93 0.32 -0.46
7 C -2.00 -0.56 -0.07
8 C -0.73 -0.37 0.89
9 N 0.52 -0.99 0.71
10 O 0.48 -2.09 -0.34
11 H 1.54 2.33 0.02
12 H -0.85 2.27 0.40
13 H -0.37 -0.17 -1.24
14 H -2.07 -1.44 -0.66
15 H -2.84 0.09 0.40
16 H -0.72 0.16 1.74
17 H 0.28 -1.60 -1.17

Summary:
E_HOMO: -0.3021 Eh
multiplicity: 1
frontier orbital gap: 8.9 eV
LUMO: 0.025 hartree
E: -451.22329 hartree
structure (SMILES): [H]/N=C1/NN[C@@H]2C[C@H]2N1O

No. 6
Formula: C4H8N4O2
Source: the Open Molecules 2025 dataset
Level of theory: ωB97M-V/def2-TZVPD

Positions of all 18 atoms, in Å:
1 C 3.13 0.26 -0.08
2 C 1.64 -1.58 -0.36
3 C -0.53 0.33 0.22
4 C -1.23 1.72 0.34
5 N 3.15 1.58 0.19
6 N 0.86 0.58 0.44
7 N 1.83 -0.21 0.06
8 N 2.52 2.49 0.42
9 O 4.08 -0.42 -0.40
10 O -1.54 2.36 -0.90
11 H 0.47 -1.73 -0.57
12 H 2.25 -1.83 -1.16
13 H 1.96 -2.18 0.41
14 H -0.77 -0.17 1.23
15 H -0.70 -0.36 -0.67
16 H -0.59 2.30 0.95
17 H -2.28 1.56 0.83
18 H -0.74 3.00 -1.09

Summary:
E_HOMO (alpha / beta): -0.2576 / -0.2574 Eh
multiplicity: 1
frontier orbital gap (alpha / beta): 6.5 / 6.5 eV
LUMO (alpha / beta): -0.018 / -0.018 hartree
E: -526.51502 hartree